Here is 9 unconnected molecules or ions with the total composition C12H35N9O18P in a non-equilibrium geometry from the OMol25 dataset. Energies are from ωB97M-V/def2-TZVPD.

Each line ends with the Löwdin charge.
Element x y z (Å)
N -1.91203 1.99116 1.36151  0.033
C -1.31256 1.39591 0.37460  -0.249
C 0.16884 1.75448 0.06144  -0.263
P 0.89763 0.84164 -1.45238  0.481
O 2.37337 0.59553 -0.48202  -0.392
C 2.38312 -0.71514 0.06670  -0.289
C 0.94915 -1.45239 -0.13674  -0.256
O 0.20302 -0.72449 -1.10256  -0.388
H -2.87987 1.63474 1.42606  0.000
H -1.90822 0.66793 -0.22187  0.092
H 0.17351 2.85235 -0.16900  0.066
H 0.84552 1.59544 0.93672  0.077
H 1.69495 0.26283 -2.49370  -0.025
H 1.47124 2.07769 -1.91934  -0.044
H -0.20570 1.19891 -2.33676  -0.020
H 3.20329 -1.37912 -0.30763  0.091
H 2.45316 -0.64957 1.18991  0.083
H 0.39106 -1.29033 0.82562  0.097
H 1.19484 -2.51900 -0.35108  0.096
C -3.99390 -0.66823 3.90735  0.030
N -5.04446 -0.11333 3.01371  -0.441
O -4.69752 0.30206 1.92944  0.046
O -6.18279 -0.11624 3.43329  0.056
H -3.03342 -0.60026 3.40584  0.086
H -3.99486 -0.07815 4.82105  0.102
H -4.25043 -1.70414 4.10788  0.089
C -4.16411 -2.11276 -0.96760  0.056
N -4.16504 -3.08898 0.15149  -0.447
O -3.59575 -2.76656 1.16996  0.058
O -4.73643 -4.14317 -0.03398  0.054
H -3.61927 -1.22666 -0.65562  0.085
H -3.67704 -2.58780 -1.81570  0.105
H -5.20051 -1.87181 -1.19165  0.101
C -1.33771 -4.84458 3.46563  0.052
N -1.89990 -4.00294 4.55161  -0.442
O -2.19845 -4.54937 5.59294  0.064
O -2.02100 -2.82318 4.31439  0.056
H -1.28660 -5.87184 3.81327  0.092
H -2.00166 -4.75683 2.60788  0.093
H -0.34559 -4.46275 3.23551  0.102
C 2.77617 5.02094 -2.91843  0.047
N 1.31679 5.02251 -2.64744  -0.440
O 0.71987 6.08015 -2.76787  0.039
O 0.83179 3.96469 -2.32621  0.017
H 3.07967 6.02664 -3.19462  0.087
H 3.27703 4.69979 -2.00811  0.105
H 2.95702 4.32255 -3.73290  0.098
C 3.37493 -0.98703 -5.91868  0.035
N 2.90131 -0.10108 -4.82480  -0.433
O 2.63537 -0.61816 -3.76250  0.048
O 2.81564 1.08620 -5.08516  0.039
H 3.40242 -2.00835 -5.55112  0.090
H 2.67446 -0.89155 -6.74610  0.095
H 4.36902 -0.65103 -6.20388  0.093
C 4.22577 -2.57078 3.61995  0.046
N 4.11275 -3.34417 2.35742  -0.446
O 4.96679 -4.17876 2.12880  0.053
O 3.17348 -3.08194 1.64557  0.065
H 5.10841 -2.90668 4.15569  0.089
H 4.31013 -1.51953 3.35309  0.103
H 3.32556 -2.75734 4.20047  0.099
C -0.53324 3.24298 -5.18638  0.041
N -0.64673 2.45933 -6.44461  -0.451
O 0.20381 1.62651 -6.67259  0.059
O -1.59278 2.71128 -7.16496  0.042
H 0.35175 2.91520 -4.64699  0.077
H -0.45309 4.29264 -5.46158  0.099
H -1.43060 3.05628 -4.60212  0.106
C -0.63202 2.19016 4.33359  0.034
N 0.48312 1.44185 4.96905  -0.457
O 0.19855 0.61246 5.81160  0.040
O 1.60603 1.71026 4.60221  0.055
H -1.56925 1.84551 4.75971  0.083
H -0.47825 3.24626 4.54220  0.100
H -0.59956 1.99116 3.26156  0.058

Energy: -2665.856435 Ha
HOMO energy: -0.125 Eh
Charge: -1
Gap between HOMO and LUMO: 5.4 eV